(1)
This record from OMol25 describes an isolated molecule of C4H7NO. The level of theory is ωB97M-V/def2-TZVPD.

Each line ends with the natural charge from an NBO analysis.
Element x y z (Å)
1 N -0.586 1.845 0.417  -0.805
2 C -0.904 0.566 0.049  0.536
3 O -2.102 0.483 -0.586  -0.678
4 C -0.157 -0.525 0.289  -0.319
5 C 1.252 -0.695 0.646  -0.421
6 C 0.686 -1.343 -0.614  -0.397
7 H 0.401 2.057 0.361  0.388
8 H -1.188 2.568 0.054  0.394
9 H -2.394 -0.427 -0.427  0.499
10 H 1.953 0.137 0.569  0.186
11 H 1.455 -1.370 1.478  0.213
12 H 0.621 -2.426 -0.679  0.205
13 H 0.964 -0.869 -1.558  0.199

Force components x, y, z for each atom (eV/Å):
N -0.02 0.05 0.00
C 0.22 -0.04 0.12
O -0.03 -0.06 0.00
C -0.13 0.23 -0.06
C 0.19 0.08 0.11
C 0.02 -0.24 -0.15
H -0.17 0.00 0.12
H -0.06 -0.08 0.13
H -0.02 0.14 -0.28
H 0.04 -0.20 -0.16
H 0.03 0.17 -0.15
H -0.02 0.10 0.16
H -0.07 -0.16 0.16

Computed properties:
Kohn-Sham gap: 8.610 eV
Electronic energy: -286.53214 Eh
HOMO: -0.2827 hartree
SMILES: NC(O)=C1CC1
Charge: 0
Energy above the lowest of the compared OMol25 structures with the same formula, charge and spin: 62.4 kcal per mole
Lowest unoccupied orbital energy: 0.9 eV


(2)
This record from OMol25 describes an isolated molecule of C18H17BClNO4 at a distorted geometry. The level of theory is ωB97M-V/def2-TZVPD.

Each line ends with the natural charge from an NBO analysis.
Element x y z (Å)
1 O -0.080 1.536 -0.677  -0.639
2 C 0.559 1.721 0.339  0.717
3 C 0.238 2.923 1.233  -0.508
4 C -0.959 2.726 2.101  -0.032
5 C -0.935 3.122 3.422  -0.197
6 C -1.956 2.791 4.274  -0.209
7 C -3.006 2.017 3.801  -0.209
8 C -3.091 1.682 2.478  -0.206
9 C -2.042 2.011 1.647  -0.206
10 N 1.517 0.800 0.754  -0.609
11 C 1.521 -0.513 0.149  -0.389
12 C 2.244 -0.505 -1.183  -0.413
13 C 1.737 -1.505 -2.151  -0.105
14 C 2.428 -2.511 -2.763  0.133
15 O 1.624 -3.274 -3.563  -0.426
16 C 0.356 -2.703 -3.511  0.314
17 C -0.890 -3.038 -4.088  -0.111
18 Cl -1.067 -4.520 -4.906  0.027
19 C -1.990 -2.238 -3.850  -0.236
20 C -1.880 -1.103 -3.038  -0.203
21 C -0.706 -0.776 -2.413  -0.215
22 C 0.410 -1.623 -2.613  -0.122
23 B 2.177 -1.468 1.236  1.107
24 O 1.407 -2.316 2.004  -0.891
25 O 3.527 -1.409 1.439  -0.879
26 H 0.121 3.778 0.561  0.246
27 H 1.076 3.150 1.886  0.215
28 H -0.023 3.623 3.760  0.204
29 H -1.916 3.067 5.294  0.213
30 H -3.814 1.781 4.478  0.211
31 H -3.934 1.093 2.145  0.217
32 H -1.996 1.664 0.623  0.231
33 H 1.908 0.812 1.673  0.398
34 H 0.506 -0.873 -0.007  0.207
35 H 2.165 0.472 -1.634  0.229
36 H 3.294 -0.636 -0.993  0.223
37 H 3.496 -2.709 -2.703  0.207
38 H -2.908 -2.434 -4.363  0.226
39 H -2.702 -0.424 -2.965  0.212
40 H -0.611 0.121 -1.812  0.264
41 H 0.438 -2.173 1.878  0.505
42 H 3.756 -2.136 2.060  0.499

Force components x, y, z for each atom (eV/Å):
O 0.22 0.28 0.00
C 0.20 -0.33 1.00
C 1.11 0.19 -0.50
C -0.08 -0.60 0.03
C 1.12 0.41 0.11
C -0.17 -0.50 -0.50
C -0.57 0.83 0.90
C -0.02 -0.52 -0.09
C -0.19 -0.34 -0.98
N -1.19 0.93 -0.34
C 0.13 -0.56 0.26
C 0.30 0.18 -0.37
C 1.39 -1.13 -0.11
C -0.46 0.90 0.68
O -0.92 -0.11 -0.61
C 0.11 0.68 1.19
C 1.01 -0.10 0.68
Cl 0.00 -0.67 -0.72
C 0.66 0.37 0.02
C 0.26 -0.01 -0.34
C 0.53 -0.55 -0.04
C -1.48 0.58 -0.82
B -0.38 -0.38 -0.24
O -0.74 0.48 -0.16
O -0.17 -1.10 0.61
H -0.09 -0.07 -0.01
H 0.28 0.03 0.00
H -0.44 0.05 0.19
H 0.02 0.27 0.91
H -0.05 -0.20 0.06
H 0.02 0.02 -0.24
H -0.34 0.02 -0.07
H -0.02 0.82 0.43
H -0.35 0.27 -0.06
H -0.25 0.48 -0.08
H 0.62 -0.21 -0.07
H -0.46 -0.39 -0.25
H -0.35 -0.33 -0.08
H -0.54 0.15 0.11
H -0.05 -0.31 -0.15
H 1.23 -0.30 0.04
H 0.11 0.77 -0.38

Computed properties:
Kohn-Sham gap: 8.377 eV
Electronic energy: -1536.99426 Eh
HOMO: -0.3001 hartree
SMILES: O=C(Cc1ccccc1)N[C@@H](Cc1coc2c(Cl)cccc12)B(O)O
Charge: 0
Energy above the lowest of the compared OMol25 structures with the same formula, charge and spin: 0.0 kcal per mole
Lowest unoccupied orbital energy: 0.2 eV


(3)
This record from OMol25 describes a structure of composition C23H41BrOsP2 at a distorted geometry. The level of theory is ωB97M-V/def2-TZVPD.

Each line ends with the Löwdin spin population.
Element x y z (Å)
1 Os -0.003 -0.052 -0.409  2.268
2 C -0.953 -1.660 0.524  0.066
3 C 0.365 -2.007 0.064  0.139
4 C 0.571 -0.305 1.628  0.138
5 C -0.822 -0.608 1.483  0.126
6 C 1.308 -1.175 0.764  0.075
7 C -2.226 -2.380 0.187  0.008
8 H -2.170 -2.849 -0.801  0.001
9 H -3.080 -1.696 0.209  0.000
10 H -2.410 -3.170 0.928  0.001
11 C -1.921 -0.024 2.309  0.024
12 H -2.894 -0.208 1.850  0.000
13 H -1.801 1.053 2.425  0.004
14 H -1.931 -0.461 3.317  0.008
15 C 1.155 0.649 2.614  0.026
16 H 1.299 0.171 3.593  0.010
17 H 0.505 1.511 2.763  0.003
18 H 2.123 1.016 2.276  0.000
19 C 2.800 -1.279 0.700  0.010
20 H 3.157 -1.940 1.502  0.002
21 H 3.272 -0.302 0.840  0.000
22 H 3.133 -1.696 -0.256  0.001
23 C 0.714 -3.220 -0.754  0.039
24 H 0.882 -4.081 -0.091  0.011
25 H 1.633 -3.051 -1.329  0.002
26 H -0.102 -3.477 -1.439  0.001
27 C -1.662 1.359 -5.861  0.002
28 C -1.845 0.046 -6.110  0.002
29 C -1.058 -0.769 -7.098  0.001
30 C 0.438 -0.373 -7.305  0.001
31 C 1.191 0.077 -6.089  0.005
32 C 1.318 1.374 -5.740  0.001
33 C 0.588 2.515 -6.388  0.000
34 C -0.889 2.249 -6.786  0.000
35 H -1.547 -0.740 -8.091  0.000
36 H 0.506 0.387 -8.100  0.000
37 H -1.088 -1.832 -6.803  0.000
38 H -0.923 1.844 -7.808  0.000
39 H -2.217 1.862 -5.064  0.000
40 H -2.749 -0.458 -5.741  0.000
41 H -1.402 3.223 -6.824  0.000
42 H 0.609 3.383 -5.714  0.000
43 H 2.068 1.693 -5.004  0.000
44 H 1.139 2.830 -7.290  0.000
45 H 0.949 -1.270 -7.693  0.000
46 H 1.760 -0.716 -5.592  0.000
47 P -1.396 0.408 -2.291  0.148
48 C -2.941 1.246 -2.175  0.020
49 C -1.470 -1.169 -3.148  0.038
50 P 1.458 0.975 -2.049  0.118
51 C -0.045 1.391 -3.067  0.080
52 C 2.456 -0.255 -2.906  0.016
53 C 2.502 2.322 -1.517  0.019
54 H -2.882 2.000 -1.382  0.003
55 H -3.713 0.508 -1.925  0.000
56 H -3.168 1.725 -3.134  0.004
57 H -1.382 -0.994 -4.223  0.005
58 H -2.446 -1.619 -2.929  0.001
59 H -0.664 -1.843 -2.830  0.008
60 H 2.805 2.925 -2.382  0.003
61 H 3.392 1.904 -1.027  0.000
62 H 1.962 2.949 -0.800  0.004
63 H -0.243 2.469 -3.049  0.007
64 H 0.013 1.037 -4.098  0.009
65 H 3.426 -0.324 -2.397  0.000
66 H 2.602 0.054 -3.945  0.002
67 H 1.962 -1.235 -2.882  0.002
68 Br -0.569 2.521 -0.037  0.534

Force components x, y, z for each atom (eV/Å):
Os -0.42 6.50 -7.34
C -0.63 -1.64 0.19
C 0.71 -3.56 2.18
C -0.64 -0.54 2.91
C 0.26 -0.33 2.95
C 1.05 -1.42 0.32
C -0.03 0.01 -0.09
H -0.07 0.07 0.23
H 0.10 -0.17 -0.04
H 0.05 0.18 -0.17
C -0.17 0.17 -0.12
H 0.06 0.04 0.11
H 0.01 -0.03 0.00
H 0.09 -0.04 -0.26
C 0.05 0.22 -0.03
H -0.06 -0.05 -0.26
H -0.01 -0.03 0.00
H 0.01 0.03 0.06
C 0.11 0.00 -0.09
H -0.08 0.13 -0.18
H -0.02 -0.15 -0.01
H -0.03 0.05 0.21
C -0.04 0.27 -0.29
H -0.05 0.27 -0.13
H -0.21 -0.16 0.08
H 0.27 -0.04 0.13
C -0.55 -0.81 -0.44
C -0.58 0.80 -0.31
C 0.28 -0.23 -0.47
C -0.44 -0.30 -0.50
C 0.42 0.85 -0.01
C 0.46 -0.81 -0.53
C -0.06 0.40 -0.14
C 0.57 0.31 -0.16
H 0.11 -0.04 0.40
H 0.08 -0.28 0.38
H -0.12 0.38 0.03
H -0.11 0.11 0.43
H -0.20 -0.19 -0.36
H 0.57 0.13 0.47
H 0.16 -0.34 -0.04
H 0.11 -0.19 -0.09
H -0.32 -0.29 -0.07
H -0.12 -0.02 0.26
H -0.19 0.38 0.03
H -0.08 0.38 -0.01
P 0.72 -0.28 0.81
C -0.82 0.41 -0.39
C -0.26 -0.16 -0.41
P -0.40 -0.68 0.71
C -0.03 -0.05 0.19
C 0.23 0.01 -0.25
C 0.26 0.75 -0.35
H -0.01 -0.19 -0.27
H 0.06 0.19 -0.11
H -0.22 -0.10 0.23
H -0.06 -0.14 0.12
H 0.21 -0.08 -0.09
H -0.21 0.24 0.01
H 0.13 -0.04 0.22
H -0.20 0.02 -0.21
H 0.15 -0.16 -0.28
H -0.05 -0.20 0.16
H 0.33 0.02 -0.04
H -0.22 -0.03 -0.14
H 0.18 -0.18 0.25
H 0.11 0.26 -0.08
Br -0.17 0.36 0.68

Computed properties:
Kohn-Sham gap (alpha / beta): 6.803 / 4.890 eV
⟨S²⟩: 6.0168
Electronic energy: -4247.67316 Eh
HOMO (alpha / beta): -0.4428 / -0.5236 hartree
Charge: +2
Energy above the lowest of the compared OMol25 structures with the same formula, charge and spin: 1.6 kcal per mole
Spin multiplicity: 5
Lowest unoccupied orbital energy (alpha / beta): -5.2 / -9.4 eV